Entry from the Open Molecules 2025 dataset: C2H8N2O as an isolated structure (ωB97M-V/def2-TZVPD).

XYZ file:
```
13
Properties=species:S:1:pos:R:3:forces:R:3:lowdin_charge:R:1
C 2.20646 -0.86793 -0.98860 1.65 0.02 -0.11 -0.21
O 2.06457 0.01179 0.12886 -1.13 -0.21 -0.21 -0.22
H 1.32929 -1.51470 -1.24226 0.48 0.71 0.42 0.06
H 2.52449 -0.26638 -1.89726 -0.56 -0.71 0.78 0.07
H 3.09429 -1.54383 -0.74493 -1.17 0.62 -0.42 0.08
N -0.49671 -0.10064 0.13095 -2.06 1.93 1.75 0.02
C -1.46196 0.27759 0.96593 0.83 0.32 -1.15 -0.32
N -2.55626 1.04555 0.54676 -0.75 -1.57 0.07 0.06
H -0.46995 1.02052 0.37503 1.13 -0.41 -1.45 0.15
H 1.06731 0.08630 0.33370 1.93 -0.79 -0.43 -0.02
H -1.34840 0.28324 2.04550 -0.45 -0.84 0.61 0.13
H -3.40749 0.53472 0.81388 0.06 0.78 0.39 0.10
H -2.54565 1.03377 -0.46758 0.03 0.15 -0.25 0.09
```
Positions in Å, forces in eV/Å.

Properties
- maximum force (eV/Å) = 3.320
- HOMO-LUMO gap (eV) = 9.22
- molecular weight (g/mol) = 76.1
- HOMO energy (eV) = -8.9377

***

Entry from the Open Molecules 2025 dataset: C2H8N2O2 as an isolated structure (ωB97M-V/def2-TZVPD).

XYZ file:
```
14
Properties=species:S:1:pos:R:3:forces:R:3:lowdin_charge:R:1
C 0.94606 -1.59442 1.72782 0.96 -0.13 1.47 -0.43
C -0.89901 0.16002 -1.76414 -0.11 -0.03 -0.13 -0.17
N 0.59423 0.18053 1.34135 0.43 -0.23 2.18 0.04
N -0.43057 1.34499 -1.04465 0.03 0.18 -0.09 -0.08
O -0.29010 -0.95927 1.53872 0.84 -0.06 -0.02 -0.10
O 1.45656 -1.67447 2.83774 -0.90 -0.61 -1.58 0.01
H 0.89673 0.41148 2.36462 -0.98 0.65 -2.84 0.16
H 0.27872 0.69761 0.49989 -0.09 0.66 0.67 0.05
H -1.19676 1.99296 -0.89379 0.12 -0.02 -0.01 0.08
H 0.28006 1.83078 -1.58179 -0.12 0.02 0.03 0.08
H 1.41087 -1.90783 0.78052 -0.25 -0.29 0.28 0.14
H -0.05982 -0.52128 -1.89976 -0.06 -0.06 0.00 0.07
H -1.65460 -0.34045 -1.15997 0.07 -0.07 -0.02 0.07
H -1.33236 0.37936 -2.74656 0.06 -0.02 0.06 0.07
```
Positions in Å, forces in eV/Å.

Properties
- maximum force (eV/Å) = 3.073
- HOMO-LUMO gap (eV) = 10.19
- molecular weight (g/mol) = 92.1
- HOMO energy (eV) = -9.4339

***

Entry from the Open Molecules 2025 dataset: a 2-piece molecular cluster, C2H8N2O2 overall (ωB97M-V/def2-TZVPD).

XYZ file:
```
14
Properties=species:S:1:pos:R:3:forces:R:3:lowdin_charge:R:1
N 0.78523 -2.17190 0.83029 -0.06 1.87 -2.57 -0.02
C -0.24718 -1.06825 0.93514 -1.32 -1.16 -0.50 -0.21
N -0.18552 0.07767 -0.08372 1.72 -0.40 -0.27 0.02
C -1.33295 0.54294 -0.62181 -3.67 -1.74 0.39 -0.35
O -2.47016 0.00664 -0.39976 3.25 1.78 -0.62 -0.08
H 0.61706 -2.88004 1.49379 -0.36 -0.46 1.57 0.03
H 0.50433 -2.68309 -0.03236 0.58 0.67 0.49 0.08
H -1.19956 -1.67666 0.77476 0.66 1.98 0.05 0.12
H -0.30710 -0.58459 1.92624 0.46 -0.55 -0.37 0.11
H 0.71802 0.54232 -0.43157 -1.66 -1.20 1.21 0.14
H -1.30111 1.43338 -1.31088 0.53 -0.71 0.63 0.13
O 2.55849 2.26661 -0.57835 -1.57 0.85 0.48 -0.06
H 3.37546 2.30721 -1.04460 0.99 0.04 -0.57 0.02
H 2.16905 3.16690 -0.65650 0.47 -0.97 0.09 0.06
```
Positions in Å, forces in eV/Å.

Properties
- structure (SMILES) = NCNC=O.O
- maximum force (eV/Å) = 4.082
- HOMO-LUMO gap (eV) = 9.81
- molecular weight (g/mol) = 92.1
- HOMO energy (eV) = -9.2689

***

Entry from the Open Molecules 2025 dataset: a 2-piece molecular cluster, C2H8N2O2 overall (ωB97M-V/def2-TZVPD).

XYZ file:
```
14
Properties=species:S:1:pos:R:3:forces:R:3:lowdin_charge:R:1
C 0.22750 -1.00001 0.13745 2.41 -0.37 0.32 -0.09
N -0.42213 -0.18865 1.13083 -2.38 0.40 -1.28 0.00
C 0.01387 0.58539 2.14885 2.29 0.00 -0.10 -0.64
N -0.82815 1.59318 2.55299 -0.50 0.23 0.20 0.14
O 1.11740 0.43382 2.65987 -0.42 -0.07 0.08 0.03
H 1.05679 -0.52403 -0.41429 -0.42 0.58 0.15 0.08
H 0.78637 -1.82147 0.60096 -0.67 -0.28 -0.03 0.08
H -0.48255 -1.32332 -0.61518 -0.18 -0.25 0.29 0.08
H -1.28523 0.14231 0.73140 -0.23 0.05 0.32 0.12
H -1.49324 2.00986 1.91805 0.14 -0.20 0.06 0.09
H -0.38647 2.23699 3.19015 -0.03 -0.11 -0.04 0.10
O 0.29818 -0.79709 -4.42055 -0.26 -0.09 0.37 -0.06
H 1.23435 -0.67338 -4.26157 0.19 0.04 -0.08 0.03
H 0.16333 -0.67360 -5.35896 0.06 0.05 -0.26 0.03
```
Positions in Å, forces in eV/Å.

Properties
- structure (SMILES) = CNC(N)=O.O
- maximum force (eV/Å) = 2.735
- HOMO-LUMO gap (eV) = 10.18
- molecular weight (g/mol) = 92.1
- HOMO energy (eV) = -9.4858

***

Entry from the Open Molecules 2025 dataset: a 2-piece molecular cluster, C2H8N2O2 overall (ωB97M-V/def2-TZVPD).

XYZ file:
```
14
Properties=species:S:1:pos:R:3:forces:R:3:lowdin_charge:R:1
C 1.63598 1.30649 -0.54482 1.80 0.25 -0.98 -0.01
N 0.46649 0.62929 -0.03268 2.98 1.63 0.04 0.20
C 0.61712 -0.71015 0.40179 -0.46 -3.61 -2.13 -0.46
N -0.53251 -1.21372 0.95224 1.67 1.20 -0.24 0.23
O 1.55214 -1.41702 -0.02076 -1.33 2.49 1.36 0.18
H 2.14870 0.77692 -1.41611 -0.63 0.13 1.48 0.15
H 2.43491 1.49545 0.29930 -1.32 -0.70 -1.20 0.18
H 1.40421 2.31790 -0.90117 -0.44 -0.27 0.28 0.11
H -0.05281 1.34429 0.46365 -1.14 -0.49 0.37 0.17
H -1.10291 -0.48706 1.30971 -1.13 0.35 0.60 0.10
H -0.36167 -1.97203 1.57196 -0.18 -0.94 0.41 0.13
H -2.86114 1.58587 -1.27891 -0.64 -2.53 1.89 0.11
H -2.90051 -0.00409 -0.95571 -0.03 -0.58 -0.82 0.01
O -3.02279 0.84899 -0.56318 0.86 3.07 -1.05 -0.09
```
Positions in Å, forces in eV/Å.

Properties
- 2S+1 = 2
- ⟨S²⟩ = 0.770
- maximum force (eV/Å) = 4.213
- net charge = +1
- HOMO-LUMO gap (spin up / spin down) (eV) = 11.65 / 5.96
- molecular weight (g/mol) = 92.1
- HOMO energy (spin up / spin down) (eV) = -15.4166 / -15.3819

***

Entry from the Open Molecules 2025 dataset: a 2-piece molecular cluster, C2H8N2O2S overall (ωB97M-V/def2-TZVPD).

XYZ file:
```
15
Properties=species:S:1:pos:R:3:forces:R:3:lowdin_charge:R:1
C 0.18214 1.90123 0.19385 1.59 1.24 0.13 -0.27
C -1.00195 -0.79061 -1.28035 0.28 -1.07 2.81 0.05
N 0.25018 0.52441 0.48263 -0.77 -2.95 -0.83 -0.39
N -1.76930 -1.30058 -0.34253 0.43 -2.62 -0.96 0.09
O 1.35662 -1.65858 1.06236 0.22 -0.03 -2.66 -0.33
O 2.74973 0.47351 0.42926 -0.56 -0.82 -0.24 -0.49
S 1.57331 -0.32054 0.00833 0.66 0.76 1.47 0.76
H -0.74536 2.29847 0.62788 0.48 0.21 0.14 0.06
H 1.14743 2.38456 0.60818 -1.69 -0.09 -0.62 0.09
H 0.13188 2.10030 -0.88821 0.14 0.29 -0.08 0.06
H -1.22776 0.18632 -1.53414 0.01 1.66 -0.88 0.07
H -0.31307 -1.45502 -1.75150 0.22 -0.02 -0.76 0.09
H -1.63233 -2.24151 0.05458 0.30 0.66 -0.80 0.14
H 1.27314 -1.41917 1.96299 -0.18 0.97 1.65 0.01
H -1.97466 -0.68279 0.36666 -1.14 1.81 1.62 0.08
```
Positions in Å, forces in eV/Å.

Properties
- maximum force (eV/Å) = 3.164
- HOMO-LUMO gap (spin up / spin down) (eV) = 6.84 / 6.84
- molecular weight (g/mol) = 124.2
- HOMO energy (spin up / spin down) (eV) = -7.6845 / -7.6811

***

Entry from the Open Molecules 2025 dataset: a 3-piece molecular cluster, C2H8N2O3 overall (ωB97M-V/def2-TZVPD).

XYZ file:
```
15
Properties=species:S:1:pos:R:3:forces:R:3:lowdin_charge:R:1
C 0.51742 -0.01419 -2.85186 -0.41 -0.60 3.11 -0.27
C -0.70302 -0.87557 -2.95263 -0.78 0.36 -0.11 -0.16
N -1.65176 -0.10640 -0.19161 -0.93 -0.10 -0.37 0.02
N 0.44509 1.00623 4.35605 -2.30 1.60 -1.30 0.04
O -0.64874 0.24760 0.62463 0.60 1.24 -0.01 -0.11
O 1.67483 -0.76112 -2.77295 1.18 0.31 -1.34 -0.02
O -0.77996 -2.02156 -2.74445 -0.05 -0.68 0.01 0.10
H 0.34807 0.57768 -1.90675 0.03 -0.32 -0.77 0.12
H 0.53214 0.66827 -3.62823 0.33 1.20 -1.75 0.09
H -1.83609 0.75299 -0.75072 0.40 -0.46 0.39 0.05
H -0.29538 1.16027 5.02836 -0.07 0.09 -0.04 0.01
H 1.12510 0.50904 4.80463 2.24 -1.68 1.27 -0.04
H 0.04970 0.45107 3.60681 0.13 0.01 0.10 -0.01
H 1.79505 -1.18613 -1.93775 -0.24 -0.31 0.81 0.09
H -0.57245 -0.40820 1.31647 -0.15 -0.67 -0.01 0.08
```
Positions in Å, forces in eV/Å.

Properties
- maximum force (eV/Å) = 3.195
- HOMO-LUMO gap (spin up / spin down) (eV) = 9.65 / 7.97
- molecular weight (g/mol) = 108.1
- HOMO energy (spin up / spin down) (eV) = -9.5273 / -7.8753

***

Entry from the Open Molecules 2025 dataset: a 3-piece molecular cluster, C2H8N2O4 overall (ωB97M-V/def2-TZVPD).

XYZ file:
```
16
Properties=species:S:1:pos:R:3:forces:R:3:lowdin_charge:R:1
N 1.36174 0.24251 0.69403 0.76 0.42 0.97 0.21
C 0.24642 0.21766 -0.03714 0.39 -0.42 -0.78 -0.55
O 0.28718 0.04202 -1.25406 -0.29 -0.05 -0.07 0.01
N -0.99321 0.30892 0.60715 0.15 0.31 0.21 0.15
C -1.17203 0.69968 1.90470 0.02 0.04 0.40 -0.30
O -0.29347 0.96460 2.69384 0.30 0.01 -0.01 0.03
H 1.39038 0.55593 1.65249 -0.58 -0.13 0.02 0.09
H 2.26478 0.15776 0.25317 -0.38 -0.19 -0.51 0.11
H -1.78692 0.18614 -0.02487 0.11 0.03 0.11 0.11
H -2.20613 0.76748 2.25060 -0.38 -0.13 -0.44 0.13
O 2.75640 -1.75356 -1.44343 -0.06 0.30 -0.33 -0.07
H 1.79721 -1.69589 -1.55888 0.02 0.04 0.17 0.02
H 3.06924 -1.13509 -2.11926 0.06 -0.21 0.18 0.04
O -2.37832 -0.19623 -1.80626 -0.47 -0.06 0.09 -0.06
H -3.07215 0.00357 -2.44158 0.18 0.02 -0.03 0.05
H -1.51521 -0.04235 -2.21122 0.16 0.02 0.04 0.03
```
Positions in Å, forces in eV/Å.

Properties
- structure (SMILES) = NC(=O)NC=O.O.O
- maximum force (eV/Å) = 1.306
- HOMO-LUMO gap (eV) = 11.08
- molecular weight (g/mol) = 124.1
- HOMO energy (eV) = -10.4692

***

Entry from the Open Molecules 2025 dataset: C2H8N2OS2 as an isolated structure (ωB97M-V/def2-TZVPD).

XYZ file:
```
15
Properties=species:S:1:pos:R:3:forces:R:3:lowdin_charge:R:1
C -1.03877 0.40701 1.35420 4.72 2.82 0.86 -0.13
C -1.15090 0.13709 -1.05931 2.61 -2.03 -1.28 -0.11
N 2.09407 0.81251 -0.20328 -1.20 -2.94 3.22 0.00
N -0.77865 -0.40510 0.27272 -0.10 -2.42 -4.10 -0.44
O 1.10235 -1.43226 1.52808 0.43 0.25 0.52 -0.41
S 0.89210 -2.51533 -1.10961 -0.17 1.06 0.10 0.31
S 0.74314 -1.09961 0.18549 0.56 1.17 -0.17 0.37
H -0.85902 -0.12000 2.24372 0.00 -0.62 1.32 0.07
H -0.14742 1.18641 1.25306 -1.99 -0.46 1.01 0.13
H -1.96003 0.87351 1.35334 -1.90 0.77 -0.33 0.07
H -2.01732 0.74335 -1.03539 -0.23 1.32 0.31 0.07
H -0.15262 0.44981 -1.57446 -2.05 0.71 0.73 0.09
H -1.43598 -0.67993 -1.73422 -0.05 -0.20 0.42 0.06
H 2.91784 0.33095 -0.50559 0.59 -0.66 -0.19 -0.02
H 1.79123 1.31159 -0.96874 -1.22 1.21 -2.42 -0.07
```
Positions in Å, forces in eV/Å.

Properties
- maximum force (eV/Å) = 5.562
- HOMO-LUMO gap (spin up / spin down) (eV) = 8.04 / 8.04
- molecular weight (g/mol) = 140.2
- HOMO energy (spin up / spin down) (eV) = -9.3036 / -9.3008

***

Relative energy (zero: lowest compared OMol25 entry of this formula, charge and spin)? In order: 4.889; 4.121; 1.771; 0.618; 1.055; 2.920; 5.892; 0.267; 5.182 eV.